1.
# C21H37O2Si2

A 2-piece molecular cluster, C21H37O2Si2 overall (ωB97M-V with the def2-TZVPD basis set, OMol25).

Structure (XYZ):
```
62
Properties=species:S:1:pos:R:3
C -1.9961 -3.7527 -0.2447
Si -1.2444 -2.7316 -1.5917
C -0.5188 -3.8228 -2.9018
C -2.3425 -1.4235 -2.3221
O 0.0482 -1.8896 -0.9701
C 0.4821 -1.1860 0.1151
C 1.0337 0.0495 -0.1289
O 1.0763 0.4834 -1.4142
Si 2.3046 0.4998 -2.5608
C 1.9159 -0.7884 -3.8287
C 2.0868 2.1993 -3.2777
C 3.9499 0.2774 -1.7392
C 1.5878 0.9039 0.9474
C 2.2020 0.0346 2.0398
C 1.2109 -1.0212 2.4744
C 0.8459 -1.9692 1.3250
H -2.9917 -4.0725 -0.5823
H -1.3794 -4.6472 -0.0865
H -2.0949 -3.2291 0.7096
H -1.3408 -4.3701 -3.3873
H 0.0237 -3.2612 -3.6671
H 0.1661 -4.5570 -2.4608
H -3.2552 -1.9313 -2.6705
H -2.6339 -0.6180 -1.6392
H -1.8453 -0.9631 -3.1839
H 2.8201 -0.9584 -4.4329
H 1.5933 -1.7429 -3.3935
H 1.1258 -0.4222 -4.4945
H 2.8848 2.3857 -4.0147
H 1.1095 2.2681 -3.7793
H 2.1310 2.9665 -2.4904
H 4.7285 0.5005 -2.4880
H 4.1005 0.9548 -0.8822
H 4.1058 -0.7566 -1.3876
H 2.3252 1.6096 0.5344
H 0.7707 1.4975 1.3882
H 3.1088 -0.4482 1.6502
H 2.4633 0.6594 2.8957
H 1.6063 -1.6055 3.3280
H 0.2966 -0.5162 2.7947
H 0.0118 -2.6202 1.6441
H 1.7141 -2.6352 1.0904
C -2.8135 0.1115 1.2151
C -1.8609 1.2378 1.0692
C -1.5941 1.7272 -0.2993
C -1.5580 2.0189 2.2254
C -0.7619 3.2098 2.1673
C -0.4912 3.9549 3.3125
C -1.0581 3.6031 4.5409
C -1.8760 2.4693 4.6232
C -2.1140 1.6836 3.5040
H -2.4343 -0.6707 1.8932
H -3.7527 0.4808 1.6555
H -3.0519 -0.3552 0.2538
H -0.8286 2.5103 -0.3742
H -1.2718 0.9213 -0.9736
H -2.5209 2.1559 -0.7368
H -0.3379 3.5241 1.2134
H 0.1397 4.8424 3.2232
H -0.8732 4.2113 5.4293
H -2.3775 2.2098 5.5622
H -2.7503 0.8038 3.5795
```

**Gap between HOMO and LUMO**: 4.89 eV
**Charge**: +1
**2S+1**: 1
**Maximum force**: 1.9 eV/A


2.
# C21H38BInN2O4PS

C21H38BInN2O4PS as an isolated structure (ωB97M-V with the def2-TZVPD basis set, OMol25).

Structure (XYZ):
```
69
Properties=species:S:1:pos:R:3
C -3.4743 4.2485 0.6804
C -2.9403 2.6910 0.3880
P -1.6160 2.8126 -0.9790
C -2.1175 1.9379 -2.5962
C -2.2359 0.3059 -2.5087
In 0.7116 2.2278 -0.1882
C 0.9677 0.1532 0.6666
C 0.4467 -1.0771 -0.2795
C -0.6815 -1.9067 0.6281
C -2.0369 -1.1844 1.2150
C -3.1512 -1.9746 2.1631
C -2.8455 -3.5430 2.5293
C -1.4998 -4.2701 1.9160
C -0.4004 -3.4892 0.9786
B 2.2058 2.7199 -1.8380
O 3.6614 2.9121 -1.6119
O 1.6856 2.8828 -3.2298
S 1.2183 3.8260 1.7311
C -0.4241 4.3992 2.5201
O 1.9768 3.0268 2.8365
O 2.0217 5.0595 1.2541
H -2.6086 4.9756 0.3063
H -4.4205 4.5309 0.0371
H -3.6054 4.4750 1.8257
H -3.8783 2.0431 0.1108
H -2.4686 2.1996 1.3621
H -3.2046 2.3383 -2.8754
H -1.4344 2.2492 -3.5161
H -1.2684 -0.1798 -3.0127
H -3.1687 -0.0950 -3.0915
H -2.2842 -0.0807 -1.3859
H 2.1047 -0.0363 0.9049
H 0.3960 0.1067 1.7032
H 1.3458 -1.8332 -0.4447
H 0.0549 -0.7690 -1.3372
H -2.2502 -0.0371 0.9722
H -4.0857 -1.3879 2.5630
H -3.5907 -4.1386 3.2292
H -1.3093 -5.3977 2.1821
H 0.5578 -4.0224 0.5704
H 4.0512 1.9717 -1.6464
H 1.4443 1.9597 -3.5694
H -0.2881 4.7621 3.6319
H -0.9471 5.2550 1.8820
H -1.1991 3.5107 2.5562
C 8.6580 3.6087 0.3403
C 8.8180 3.5928 -1.1766
C 7.4826 3.6903 -1.9167
C 6.6033 2.5066 -1.5477
N 5.8739 1.5245 -1.2415
H 8.0826 2.7478 0.6952
H 9.6380 3.5661 0.8262
H 8.1520 4.5225 0.6720
H 9.3389 2.6727 -1.4685
H 9.4552 4.4323 -1.4756
H 7.6518 3.6888 -2.9987
H 6.9646 4.6194 -1.6553
C -3.8640 -7.8586 -0.7155
C -5.2710 -7.4057 -0.3388
C -5.2761 -6.1848 0.5833
C -4.5516 -6.5160 1.8778
N -3.9507 -6.7908 2.9518
H -3.2921 -8.1741 0.1629
H -3.9100 -8.7142 -1.3968
H -3.3132 -7.0536 -1.2152
H -5.7943 -8.2395 0.1450
H -5.8240 -7.1658 -1.2536
H -6.3060 -5.8916 0.8126
H -4.7808 -5.3356 0.1001
```

**Gap between HOMO and LUMO**: 6.33 eV
**Charge**: -1
**2S+1**: 1
**Maximum force**: 10.3 eV/A


3.
# C21H38BrN5O3

A 5-piece molecular cluster, C21H38BrN5O3 overall (ωB97M-V with the def2-TZVPD basis set, OMol25).

Structure (XYZ):
```
68
Properties=species:S:1:pos:R:3
Br 14.6665 -5.6969 -0.3904
C 10.8942 -4.6416 -1.6745
C 10.9194 -3.5163 -0.6991
O 10.0625 -2.7286 -0.5452
N 12.0443 -3.5514 0.3413
H 11.6684 -3.6774 1.2820
H 12.6041 -4.4081 0.1578
C 12.9158 -2.3094 0.2875
H 10.2452 -5.4005 -1.2223
H 11.8490 -5.1457 -1.8313
H 10.4713 -4.4015 -2.6470
H 13.7260 -2.6037 0.9476
H 12.3622 -1.5636 0.8569
H 13.2228 -1.9005 -0.6673
C 12.5508 -8.4589 -1.7710
C 13.4083 -8.8768 -2.9324
O 13.0532 -9.3812 -3.9223
N 14.9034 -8.4392 -2.7925
H 15.1121 -7.5691 -3.2901
H 14.9447 -8.1613 -1.8106
C 15.9464 -9.4750 -3.0961
H 11.5657 -8.8269 -2.0571
H 12.5168 -7.3730 -1.6809
H 12.7833 -8.8343 -0.7750
H 15.7420 -10.2396 -2.3492
H 16.8789 -8.9515 -2.8890
H 15.9439 -9.8509 -4.1136
C 18.9266 -5.4733 -1.6415
C 17.8783 -5.3611 -2.6837
O 17.7576 -6.0301 -3.6466
N 16.8945 -4.2632 -2.3634
H 16.1048 -4.6596 -1.8021
H 17.3308 -3.5186 -1.8216
C 16.2371 -3.6827 -3.6051
H 19.4809 -4.5301 -1.5914
H 19.6013 -6.3222 -1.5902
H 18.4288 -5.5061 -0.6610
H 15.8579 -2.6896 -3.3773
H 15.4290 -4.3518 -3.8821
H 16.9638 -3.5885 -4.4075
C 13.6264 -10.0581 3.2588
N 13.8560 -8.5831 3.5095
C 13.2034 -7.9395 4.4727
C 13.3959 -6.5762 4.6208
C 14.4367 -5.9155 3.9641
C 15.1589 -6.6438 3.0110
C 14.8399 -8.0009 2.7976
C 14.7246 -4.4690 4.2821
C 14.5942 -4.0013 5.5748
C 14.9187 -2.6873 5.8745
N 15.4320 -1.8997 4.9216
C 15.5076 -2.2863 3.6301
C 15.2130 -3.6035 3.2999
C 15.6945 -0.4668 5.2670
H 14.2708 -10.6601 3.8915
H 13.9010 -10.2052 2.2161
H 12.5525 -10.2193 3.2829
H 12.5894 -8.5275 5.1419
H 12.6577 -6.1408 5.2838
H 15.9267 -6.2564 2.3591
H 15.4708 -8.6576 2.2190
H 14.2406 -4.6702 6.3478
H 14.9035 -2.2827 6.8771
H 15.7936 -1.6023 2.8454
H 15.3139 -3.9978 2.2962
H 16.4940 -0.0653 4.6481
H 16.0726 -0.3985 6.2845
H 14.7706 0.0898 5.1336
```

**Gap between HOMO and LUMO**: 8.45 eV
**Charge**: +4
**2S+1**: 1
**Maximum force**: 2.3 eV/A
**ΔE to the lowest compared entry with this formula, charge and spin**: 102.9 kJ/mol


no.,highest occupied orbital energy (eV)
1,-10.410
2,-4.133
3,-20.248